No. 1
{"formula": "C15H35CuIN5O5", "method": "ωB97M-V with the def2-TZVPD basis set", "elements": ["Cu", "I", "C", "C", "O", "N", "C", "H", "H", "H", "H", "H", "H", "H", "C", "C", "O", "N", "C", "H", "H", "H", "H", "H", "H", "H", "C", "C", "O", "N", "C", "H", "H", "H", "H", "H", "H", "H", "C", "C", "O", "N", "C", "H", "H", "H", "H", "H", "H", "H", "C", "C", "O", "N", "C", "H", "H", "H", "H", "H", "H", "H"], "coordinates": [[30.38392, 4.28985, 1.35197], [28.14123, 4.31051, 3.09856], [33.66017, 4.58173, 4.06147], [32.56736, 3.58745, 3.92729], [31.64513, 3.84592, 3.20252], [32.75088, 2.45796, 4.61874], [31.82065, 1.22093, 4.56920], [34.57370, 4.21741, 4.53144], [33.45926, 5.36950, 4.78752], [33.99619, 5.16892, 3.20685], [33.37802, 2.63308, 5.39083], [32.01978, 0.73501, 5.52436], [32.04808, 0.63938, 3.67580], [30.78805, 1.55900, 4.48244], [33.12756, 7.40376, 1.80150], [31.67960, 7.23440, 2.11542], [31.04191, 6.32983, 1.60346], [31.13383, 8.07729, 2.97759], [29.79497, 8.01291, 3.46126], [33.49454, 6.51748, 1.28388], [33.69485, 7.57031, 2.71722], [33.30487, 8.23174, 1.11514], [31.83878, 8.53581, 3.53696], [29.54458, 8.87350, 4.08159], [29.66226, 7.06954, 3.99093], [29.06377, 7.79812, 2.68196], [30.79963, 0.74136, -0.73388], [29.77198, 1.11575, 0.32442], [29.71197, 2.28791, 0.70803], [29.03523, 0.05784, 0.79725], [28.01032, 0.15519, 1.82084], [30.29552, 0.26710, -1.57593], [31.50786, 0.00689, -0.35038], [31.46371, 1.47785, -1.18631], [29.30039, -0.89754, 0.60476], [27.53720, 1.13543, 1.76272], [28.30927, -0.01732, 2.85475], [27.11120, -0.37162, 1.50126], [34.27163, 2.91557, -0.09354], [33.27516, 4.02406, -0.25329], [32.26087, 3.99190, 0.43710], [33.49484, 4.88305, -1.25997], [32.51989, 5.83297, -1.79443], [33.63522, 2.03696, 0.01200], [35.05911, 3.01637, 0.65332], [34.70036, 2.82831, -1.09188], [34.24202, 4.42818, -1.76487], [32.30860, 6.57700, -1.02639], [31.60298, 5.43240, -2.22678], [32.84773, 6.38669, -2.67420], [29.15910, 3.98252, -3.01479], [28.98621, 4.85386, -1.77588], [29.64837, 4.62979, -0.73485], [27.99956, 5.70658, -1.82479], [27.60062, 6.69521, -0.87480], [29.39520, 4.68184, -3.81686], [28.20166, 3.47171, -3.11717], [29.89944, 3.18453, -3.07121], [27.66416, 5.76533, -2.77566], [27.81328, 6.41891, 0.15794], [26.53477, 6.72185, -1.10139], [28.15070, 7.63620, -0.88125]], "lowdin_spin": [0.9156, 0.0181, 0.0000, 0.0016, 0.0147, 0.0003, 0.0000, 0.0000, 0.0000, 0.0000, 0.0000, 0.0000, 0.0000, 0.0000, -0.0001, 0.0020, 0.0105, 0.0013, 0.0001, 0.0000, 0.0000, 0.0000, 0.0001, 0.0000, 0.0001, 0.0000, -0.0001, 0.0014, 0.0076, 0.0005, 0.0000, 0.0000, 0.0000, 0.0000, 0.0001, 0.0000, 0.0000, 0.0000, 0.0000, -0.0002, -0.0006, -0.0001, -0.0001, 0.0000, 0.0000, 0.0000, 0.0000, 0.0000, 0.0000, 0.0000, 0.0012, 0.0030, 0.0233, -0.0006, -0.0001, 0.0001, 0.0001, 0.0000, 0.0000, 0.0000, 0.0000, 0.0000], "spin_multiplicity": 2, "charge": 1, "s_squared": 0.751, "lumo_ev": [-1.91, -4.39], "orbital_gap_ev": [7.76, 5.25], "energy_ha": -3180.52791}



No. 2
{"formula": "C2H5ClO2S", "method": "ωB97M-V with the def2-TZVPD basis set", "elements": ["C", "C", "O", "O", "S", "Cl", "H", "H", "H", "H", "H"], "coordinates": [[0.74702, 1.07069, 1.76920], [0.55326, -0.66186, -0.60227], [-1.04610, 0.80866, -1.75521], [-2.10838, -0.73526, 0.00876], [-1.13285, -0.42800, -0.99311], [-1.46524, -1.84105, -2.55361], [0.79068, 0.13969, 2.19783], [1.71625, 1.28441, 1.35604], [-0.15599, 1.60712, 1.47035], [1.04145, -1.48396, -0.16269], [1.05990, 0.23956, -0.73531]], "lowdin_charge": [0.1172, -0.0666, -0.3794, -0.3363, 0.3390, 0.2965, -0.0380, -0.0037, 0.0211, 0.0424, 0.0078], "spin_multiplicity": 1, "lumo_ev": [-1.99, -0.50], "orbital_gap_ev": [7.64, 10.03], "energy_ha": -1087.88076}



No. 3
{"formula": "C61H64CsN5O5P4S2", "method": "ωB97M-V with the def2-TZVPD basis set", "elements": ["Cs", "O", "S", "C", "C", "C", "C", "C", "C", "C", "C", "C", "C", "P", "C", "C", "C", "C", "C", "C", "C", "C", "C", "C", "C", "C", "C", "C", "C", "C", "C", "C", "C", "C", "C", "C", "C", "C", "P", "C", "C", "C", "C", "C", "C", "C", "C", "C", "C", "C", "C", "C", "C", "H", "H", "H", "H", "H", "H", "H", "H", "H", "H", "H", "H", "H", "H", "H", "H", "H", "H", "H", "H", "H", "H", "H", "H", "H", "H", "H", "H", "H", "H", "H", "H", "H", "H", "H", "H", "O", "N", "C", "C", "C", "C", "C", "S", "H", "H", "H", "H", "C", "N", "C", "P", "O", "O", "P", "O", "N", "C", "C", "N", "C", "C", "N", "C", "C", "H", "H", "H", "H", "H", "H", "H", "H", "H", "H", "H", "H", "H", "H", "H", "H", "H", "H", "H", "H", "H", "H", "H", "H"], "coordinates": [[-0.66989, -0.87859, -0.75827], [-1.49663, -1.17178, 1.79762], [-0.75099, 0.08065, 2.17798], [-0.33388, 0.03193, 3.94593], [-0.78305, 1.07093, 4.72215], [-0.55683, 1.16244, 6.11331], [0.11795, 0.14894, 6.71319], [0.46541, -0.08070, 8.16313], [1.26523, -1.40942, 8.17343], [1.33501, -1.82691, 6.72425], [1.94598, -2.88582, 6.13154], [1.90987, -2.96567, 4.72175], [1.26230, -2.06503, 3.91141], [1.44092, -2.13343, 2.07907], [2.95955, -1.11270, 1.90665], [4.03156, -1.13962, 2.80054], [5.12386, -0.30708, 2.62992], [5.16843, 0.56499, 1.54357], [4.11540, 0.59689, 0.64823], [3.01332, -0.23081, 0.83556], [2.05849, -3.83172, 1.84103], [3.30070, -4.09792, 1.27444], [3.70203, -5.40637, 1.03938], [2.87027, -6.46470, 1.37232], [1.62181, -6.20641, 1.92409], [1.21563, -4.89974, 2.14584], [0.51221, -0.99600, 4.52552], [0.63720, -0.89677, 5.92175], [-2.11562, 1.28421, 2.15271], [-3.24248, 0.80588, 2.78694], [-4.48386, 1.46104, 2.72845], [-4.57254, 2.59187, 1.97026], [-5.75578, 3.47707, 1.66320], [-5.20210, 4.55790, 0.69749], [-3.73962, 4.21809, 0.53446], [-2.75852, 4.80536, -0.19302], [-1.44881, 4.26270, -0.10840], [-1.11369, 3.15942, 0.63759], [0.63368, 2.58300, 0.69042], [1.05618, 3.02660, 2.41764], [2.03413, 2.28208, 3.07407], [2.36367, 2.55822, 4.39391], [1.71055, 3.57127, 5.07822], [0.72419, 4.31222, 4.44036], [0.40002, 4.03953, 3.12001], [1.50305, 3.81160, -0.33113], [1.93046, 5.06461, 0.10050], [2.60699, 5.91120, -0.76430], [2.86090, 5.51509, -2.07092], [2.45330, 4.26285, -2.50915], [1.78879, 3.41241, -1.63654], [-2.15893, 2.47850, 1.37071], [-3.43171, 3.07075, 1.30449], [-1.35122, 1.86773, 4.26631], [-0.94194, 2.01251, 6.66122], [-0.43718, -0.14588, 8.77320], [1.05184, 0.74935, 8.56037], [0.77645, -2.17011, 8.78360], [2.26576, -1.27158, 8.58699], [2.48835, -3.63182, 6.69828], [2.46315, -3.76754, 4.24834], [4.00880, -1.81336, 3.64908], [5.94470, -0.33783, 3.33566], [6.02496, 1.21182, 1.40247], [4.13642, 1.26145, -0.20646], [2.20054, -0.16595, 0.12605], [3.95043, -3.28002, 0.98508], [4.66623, -5.59248, 0.58370], [3.18394, -7.48427, 1.18975], [0.95774, -7.02383, 2.17742], [0.23577, -4.71101, 2.57125], [-3.16759, -0.13569, 3.31414], [-5.33923, 1.04716, 3.24718], [-6.16210, 3.91863, 2.57430], [-6.56247, 2.89998, 1.20816], [-5.32676, 5.56201, 1.10513], [-5.71827, 4.54239, -0.26337], [-2.93796, 5.67834, -0.80787], [-0.66598, 4.76763, -0.65883], [2.53311, 1.46820, 2.56442], [3.12236, 1.96133, 4.88358], [1.96058, 3.77781, 6.11110], [0.20438, 5.10010, 4.97112], [-0.38105, 4.61151, 2.63275], [1.74183, 5.37785, 1.11987], [2.94310, 6.88018, -0.41870], [3.39419, 6.17525, -2.74270], [2.67327, 3.93622, -3.51675], [1.51081, 2.41607, -1.96550], [1.30160, -2.51061, -0.66226], [1.80320, -3.45242, -1.43231], [1.12493, -4.62572, -1.43972], [1.51772, -5.69215, -2.19875], [2.67075, -5.53749, -2.98115], [3.33299, -4.34417, -2.96630], [2.91341, -3.22292, -2.19756], [3.70000, -1.72250, -2.23399], [0.26899, -4.61500, -0.78350], [0.94654, -6.60806, -2.16363], [3.04117, -6.35138, -3.59164], [4.22474, -4.19150, -3.55987], [-4.44505, -0.14412, -5.83522], [-4.13882, 0.04746, -4.42701], [-5.26248, 0.59241, -3.67326], [-2.64499, 0.49000, -3.88298], [-2.50603, 0.31298, -2.42261], [-1.71114, -0.45212, -4.79959], [-0.61864, -1.58066, -4.33243], [0.04002, -1.18927, -3.07169], [0.32473, -1.68331, -5.64839], [1.74778, -1.97368, -5.46959], [-0.09960, -1.46927, -7.01550], [-1.49686, -2.96763, -4.13463], [-2.16010, -3.53648, -5.29720], [-2.29537, -3.07503, -2.91251], [-2.26241, 2.02979, -4.31963], [-1.52310, 2.87888, -3.38960], [-1.98925, 2.34531, -5.71214], [-5.29096, -0.82933, -5.92692], [-3.59571, -0.58565, -6.35232], [-4.72144, 0.79450, -6.33032], [-6.08947, -0.12019, -3.71104], [-5.60263, 1.54612, -4.09235], [-4.97793, 0.73714, -2.63402], [2.01674, -1.98725, -4.41481], [2.33349, -1.18509, -5.94795], [1.99982, -2.93452, -5.92482], [-1.14790, -1.18154, -7.06054], [0.03561, -2.37491, -7.61631], [0.49394, -0.67035, -7.47032], [-1.48460, -3.55602, -6.15038], [-3.07150, -2.98587, -5.56782], [-2.44173, -4.56763, -5.07715], [-1.69382, -2.73980, -2.07241], [-2.56740, -4.11761, -2.74755], [-3.20838, -2.47107, -2.96653], [-1.68550, 2.55236, -2.36760], [-1.87310, 3.90953, -3.48722], [-0.44889, 2.85347, -3.60421], [-2.54072, 1.68803, -6.38279], [-0.92100, 2.23818, -5.93297], [-2.29274, 3.37093, -5.93059]], "lowdin_charge": [1.4399, -0.7372, 0.7894, -0.2633, -0.0817, -0.0140, -0.1574, -0.1008, -0.1031, -0.1610, -0.0104, -0.0821, -0.2759, 1.1108, -0.3555, -0.0871, -0.0842, -0.0828, -0.1002, -0.1656, -0.3796, -0.0767, -0.0739, -0.0966, -0.0933, -0.1116, -0.1061, -0.0855, -0.3013, -0.0642, 0.0031, -0.1511, -0.0995, -0.1002, -0.1590, -0.0141, -0.0851, -0.3035, 1.0867, -0.3621, -0.0778, -0.0652, -0.0904, -0.0839, -0.0988, -0.3897, -0.0802, -0.0800, -0.0866, -0.0789, -0.1125, -0.1237, -0.0815, 0.0997, 0.1182, 0.1168, 0.1155, 0.1157, 0.1158, 0.1140, 0.1022, 0.1002, 0.0982, 0.1007, 0.1060, 0.0481, 0.1086, 0.1062, 0.0973, 0.0984, 0.1125, 0.1189, 0.1177, 0.1175, 0.1172, 0.1166, 0.1157, 0.1144, 0.0974, 0.0765, 0.1097, 0.1033, 0.1025, 0.1067, 0.1019, 0.1024, 0.1010, 0.1043, 0.1006, -0.5101, -0.2191, -0.0553, -0.0809, -0.0992, -0.1204, -0.7564, 0.5717, 0.1286, 0.0964, 0.0977, 0.0927, -0.1136, -0.2895, -0.0950, 0.4624, -0.4335, -0.2669, 0.4827, -0.5589, -0.2900, -0.0694, -0.1056, -0.2732, -0.0933, -0.1077, -0.2815, -0.0822, -0.0960, 0.0883, 0.0629, 0.0843, 0.0875, 0.0868, 0.0770, 0.0217, 0.0919, 0.0912, 0.0667, 0.0862, 0.0894, 0.0706, 0.0815, 0.0892, -0.0231, 0.0930, 0.0853, 0.0630, 0.0913, 0.0833, 0.0644, 0.0913, 0.0888], "spin_multiplicity": 1, "lumo_ev": 0.09, "orbital_gap_ev": 5.92, "energy_ha": -5194.94036}



No. 4
{"formula": "C24H51ClFN7O8", "method": "ωB97M-V with the def2-TZVPD basis set", "elements": ["N", "C", "Cl", "C", "C", "O", "O", "C", "C", "C", "F", "H", "H", "H", "H", "H", "H", "H", "H", "H", "C", "N", "C", "C", "O", "H", "H", "H", "H", "H", "H", "H", "C", "N", "C", "C", "O", "H", "H", "H", "H", "H", "H", "H", "C", "N", "C", "C", "O", "H", "H", "H", "H", "H", "H", "H", "C", "N", "C", "C", "O", "H", "H", "H", "H", "H", "H", "H", "C", "N", "C", "C", "O", "H", "H", "H", "H", "H", "H", "H", "C", "N", "C", "C", "O", "H", "H", "H", "H", "H", "H", "H"], "coordinates": [[-2.43022, -1.62802, 1.00930], [-2.08120, -0.23413, 1.11577], [-1.25371, -0.04671, 2.76175], [-1.14624, 0.27732, 0.03251], [-2.05079, 1.23027, -0.71859], [-2.19608, 1.41371, -1.90870], [-2.79833, 1.84744, 0.24989], [-3.26922, 0.77604, 1.11825], [-4.60503, 0.32571, 0.54071], [-5.25798, -0.92250, 1.11347], [-5.07259, -2.01464, 0.27846], [-2.05143, -2.00189, 0.15292], [-2.00007, -2.15246, 1.75064], [-0.68590, -0.47757, -0.58792], [-0.36050, 0.86087, 0.49166], [-3.39110, 1.22108, 2.09184], [-4.56231, 0.22057, -0.53754], [-5.27943, 1.15441, 0.73319], [-4.88193, -1.16560, 2.10188], [-6.33198, -0.78179, 1.18581], [1.52593, 0.69136, 5.91711], [1.45697, -0.67750, 5.44771], [2.33562, -1.68562, 5.66523], [3.55681, -1.37023, 6.49470], [2.13406, -2.79444, 5.19188], [0.64289, 0.92160, 6.52023], [1.55740, 1.36765, 5.06430], [2.41546, 0.84860, 6.51340], [0.67490, -0.94806, 4.87441], [4.15996, -2.26915, 6.57289], [4.14420, -0.58258, 6.02023], [3.27081, -1.04976, 7.49740], [4.15634, 5.26334, 4.99797], [3.83613, 3.84774, 4.96761], [4.59242, 2.82295, 4.49270], [5.94491, 3.16875, 3.91637], [4.18155, 1.67432, 4.53333], [4.15038, 5.62933, 6.02579], [3.42070, 5.82850, 4.42396], [5.13729, 5.44195, 4.57315], [2.94510, 3.55617, 5.33501], [6.41838, 2.25172, 3.58240], [5.84223, 3.84235, 3.06516], [6.57835, 3.63899, 4.66921], [4.82443, -3.45213, 0.79061], [3.60968, -2.80228, 0.33722], [2.33901, -3.04662, 0.74574], [2.15229, -4.12202, 1.78617], [1.40494, -2.41171, 0.27328], [5.50345, -2.71207, 1.22196], [5.32024, -3.94314, -0.04692], [4.59769, -4.20114, 1.53744], [3.68055, -2.08381, -0.36414], [1.09494, -4.20622, 2.01415], [2.51589, -5.07977, 1.40914], [2.68263, -3.86586, 2.70437], [-4.42658, 4.30018, -5.94767], [-4.27627, 5.26659, -4.87258], [-4.18822, 5.03191, -3.53534], [-4.24838, 3.59341, -3.08244], [-4.06440, 5.95992, -2.75117], [-3.57732, 4.37441, -6.63164], [-5.34353, 4.49503, -6.50176], [-4.47280, 3.29010, -5.56003], [-4.22801, 6.24308, -5.11204], [-4.16096, 3.56424, -2.00207], [-5.19774, 3.14141, -3.37524], [-3.43081, 3.01750, -3.50960], [-8.72728, 4.12220, -10.44170], [-8.26296, 3.40577, -9.26836], [-6.99562, 3.30928, -8.78576], [-5.90715, 4.03014, -9.54751], [-6.76157, 2.66352, -7.77839], [-9.46168, 4.87738, -10.15703], [-9.19513, 3.43163, -11.14520], [-7.90075, 4.61533, -10.94034], [-8.94098, 2.90436, -8.71776], [-4.96263, 3.85612, -9.04293], [-5.83436, 3.65332, -10.56803], [-6.09907, 5.10345, -9.57668], [7.99850, -7.85374, 1.22451], [6.83031, -7.14940, 0.72913], [5.53105, -7.30979, 1.09690], [5.23060, -8.34588, 2.15370], [4.65326, -6.63442, 0.58581], [8.70452, -7.14933, 1.66713], [8.49745, -8.37818, 0.40805], [7.71546, -8.57878, 1.97879], [6.96406, -6.44708, 0.01994], [4.16096, -8.35016, 2.33392], [5.53594, -9.33830, 1.82070], [5.74357, -8.10849, 3.08623]], "lowdin_charge": [0.0665, -0.7145, 0.6471, -0.0551, -0.4314, 0.1348, 0.0215, -0.2740, -0.0929, -0.2062, -0.0660, 0.0950, 0.0614, 0.1266, 0.1189, 0.1232, 0.1307, 0.1236, 0.1128, 0.1115, -0.0917, 0.0212, -0.5461, -0.0075, 0.0196, 0.0826, 0.0675, 0.0649, 0.1022, 0.0793, 0.0697, 0.0828, -0.0737, 0.0117, -0.5399, -0.0095, 0.0294, 0.0834, 0.0848, 0.0700, 0.1310, 0.0817, 0.0852, 0.0844, -0.0842, 0.0144, -0.5426, 0.0008, 0.0047, 0.0815, 0.0738, 0.0586, 0.1349, 0.0803, 0.0750, 0.0741, -0.0768, 0.0043, -0.5510, -0.0131, 0.0218, 0.0818, 0.0641, 0.0762, 0.1332, 0.0737, 0.0881, 0.0720, -0.0778, 0.0059, -0.5536, -0.0125, 0.0293, 0.0826, 0.0826, 0.0691, 0.1386, 0.0725, 0.0847, 0.0860, -0.0768, 0.0089, -0.5440, -0.0078, 0.0257, 0.0829, 0.0830, 0.0699, 0.1359, 0.0833, 0.0845, 0.0852], "spin_multiplicity": 1, "smiles": "N[C@@]1(Cl)CC(=O)O[C@H]1CCF.CNC(C)=O.CNC(C)=O.CNC(C)=O.CNC(C)=O.CNC(C)=O.CNC(C)=O", "lumo_ev": 0.63, "orbital_gap_ev": 9.45, "energy_ha": -2490.42956}